1.
ORCA calculation (ωB97M-V/def2-TZVPD) on 2 unconnected molecules or ions with the total composition CH3INP.

```
7
Properties=species:S:1:pos:R:3
C 0.39 -0.83 -0.06
N -0.40 -0.84 0.87
P -1.86 -0.49 1.44
I 1.46 2.05 -2.59
H 0.69 1.19 -1.65
H 1.14 -1.52 -0.38
H -1.43 0.43 2.35
```

The gap between HOMO and LUMO (spin up / spin down) is 7.5 / 7.5 eV. The LUMO energy (spin up / spin down) comes out at -0.560 / -0.496 eV.



2.
ORCA calculation (ωB97M-V/def2-TZVPD) on a molecular structure, C19H15N3O7SV.

```
46
Properties=species:S:1:pos:R:3
V 0.70 -0.94 -0.17
C -1.08 4.26 -5.04
C -0.72 3.81 -3.65
C -1.47 4.22 -2.56
C -1.13 3.82 -1.27
C -0.03 3.00 -1.09
C 0.75 2.60 -2.17
C 0.39 3.00 -3.44
S 0.38 2.42 0.52
O 1.80 2.44 0.68
O -0.48 3.07 1.47
N -0.05 0.83 0.44
C -1.36 0.38 0.49
C -2.55 1.03 0.82
C -3.71 0.29 0.78
C -3.69 -1.06 0.42
C -2.48 -1.64 0.11
N -1.35 -0.93 0.14
H -2.12 4.60 -5.10
H -0.95 3.45 -5.76
H -0.44 5.09 -5.36
H -2.34 4.85 -2.71
H -1.71 4.13 -0.42
H 1.62 1.97 -2.00
H 0.99 2.68 -4.29
H -2.53 2.07 1.12
H -4.65 0.76 1.04
H -4.59 -1.65 0.39
H -2.39 -2.68 -0.17
O 0.77 -1.38 -1.65
O 4.47 -0.90 1.34
C 3.33 -1.26 1.23
O 2.41 -0.66 0.52
C 2.85 -2.49 1.98
C 3.72 -3.15 2.84
C 3.32 -4.27 3.54
C 2.03 -4.77 3.40
C 1.18 -4.11 2.54
C 1.57 -2.98 1.84
N -0.20 -4.60 2.36
O -0.92 -3.98 1.60
O -0.53 -5.60 2.97
H 4.73 -2.75 2.93
H 4.01 -4.77 4.20
H 1.69 -5.64 3.93
H 0.78 -2.56 1.21
```

Its spin multiplicity is 2. As for the expectation value of S²: 0.762. The gap between HOMO and LUMO (spin up / spin down) is 8.0 / 8.0 eV. The LUMO energy (spin up / spin down) comes out at -1.108 / -1.099 eV.



3.
ORCA calculation (ωB97M-V/def2-TZVPD) on a molecular structure, C3H3NOS.

```
9
Properties=species:S:1:pos:R:3
C 1.10 0.00 -0.72
C 0.69 -0.90 -0.05
C -1.62 1.42 0.61
N -0.64 2.09 0.16
O 0.08 2.79 -0.42
S -2.60 2.77 0.97
H 1.78 0.70 -1.12
H 0.10 -1.70 0.32
H -1.43 0.41 0.96
```

The gap between HOMO and LUMO is 7.4 eV. The LUMO energy comes out at -0.933 eV.



4.
ORCA calculation (ωB97M-V/def2-TZVPD) on a single C9H13NO3S molecule.

```
27
Properties=species:S:1:pos:R:3
C 3.33 -0.45 0.44
C 2.72 -1.65 0.68
C 2.71 0.44 -0.39
C 1.63 -2.05 0.01
C 1.45 0.14 -0.93
C 0.93 -1.14 -0.78
C -1.17 1.33 1.25
C -0.38 -1.54 -1.39
C -2.07 0.69 0.25
N -3.44 0.80 0.37
O -2.90 -1.70 -0.59
O -1.19 -1.70 1.24
O -1.72 1.25 -1.33
S -1.64 -1.21 -0.04
H 4.23 -0.23 0.95
H 3.01 -2.05 1.64
H 3.14 1.44 -0.52
H 1.17 -3.02 0.34
H 1.06 0.80 -1.69
H -1.61 1.52 2.17
H -0.55 0.45 1.61
H -0.49 2.16 0.91
H -0.52 -2.57 -1.61
H -0.82 -0.90 -2.27
H -3.59 0.58 1.37
H -4.01 0.08 -0.16
H -2.60 1.74 -1.51
```

As for the structure (SMILES): C[C@@](N)(O)S(=O)(=O)Cc1ccccc1. The gap between HOMO and LUMO is 9.9 eV. The LUMO energy comes out at 0.712 eV.



5.
ORCA calculation (ωB97M-V/def2-TZVPD) on 8 unconnected molecules or ions with the total composition C5H24N3O7.

```
39
Properties=species:S:1:pos:R:3
C 0.30 -1.27 -0.83
C -1.10 -1.48 -0.29
C -1.35 -0.91 1.07
C -1.49 0.41 1.39
N -1.36 0.48 2.74
C -1.18 -0.78 3.21
N -1.12 -1.63 2.21
N 1.32 -2.22 -0.28
H 0.61 -0.24 -0.65
H 0.31 -1.33 -1.91
H -1.80 -1.06 -1.02
H -1.44 -2.52 -0.40
H -1.57 1.26 0.75
H -1.47 1.26 3.35
H -1.26 -1.12 4.22
H 1.65 -2.82 -1.04
H 2.15 -1.75 0.10
H 0.91 -2.84 0.47
H 1.30 0.09 -4.36
H 2.13 0.90 -3.44
O 1.30 0.41 -3.45
H -3.99 0.68 -0.55
H -4.84 1.90 0.06
O -4.16 1.62 -0.56
H 1.30 2.71 0.49
H 1.21 1.33 1.16
O 1.76 1.85 0.56
H -0.44 -3.42 2.03
H 0.77 -4.34 2.28
O 0.25 -3.94 1.57
H 3.14 0.59 0.68
H 4.19 -0.50 1.09
O 3.26 -0.33 0.96
H 0.13 1.87 -3.10
H -1.29 2.29 -2.72
O -0.37 2.58 -2.68
H 0.16 3.63 -1.21
H 1.31 4.55 -1.28
O 0.76 4.13 -0.62
```

The charge is +1. The gap between HOMO and LUMO is 9.7 eV. The LUMO energy comes out at -2.545 eV.



6.
ORCA calculation (ωB97M-V/def2-TZVPD) on a molecular structure, C42H42N10O2PmS.

```
98
Properties=species:S:1:pos:R:3
Pm -0.18 -0.78 -0.53
C -1.65 0.79 -3.46
O -1.08 1.06 -2.12
C -1.57 2.21 -1.52
C -2.43 3.12 -2.17
C -2.89 4.21 -1.43
C -2.25 4.60 -0.27
C -1.34 3.73 0.33
C -1.08 2.44 -0.19
N -0.57 1.38 0.49
N -0.23 1.76 1.69
C -0.52 0.98 2.74
C -0.97 -0.44 2.69
O -1.00 -1.09 1.58
C -1.19 -1.06 3.94
C -0.97 -0.46 5.13
C -0.65 0.91 5.27
C -0.50 1.56 6.50
C -0.27 2.95 6.55
C -0.13 3.68 5.38
C -0.30 3.03 4.13
C -0.47 1.67 4.01
H -2.73 0.97 -3.44
H -1.42 -0.24 -3.74
H -1.11 1.45 -4.18
H -2.67 2.93 -3.19
H -3.59 4.83 -1.95
H -2.46 5.48 0.30
H -0.89 4.05 1.24
H -1.60 -2.10 3.92
H -1.07 -1.09 6.02
H -0.55 0.93 7.42
H -0.23 3.41 7.54
H 0.13 4.71 5.41
H -0.24 3.65 3.24
C -3.71 -0.83 -1.30
N -2.40 -1.57 -1.17
C -2.33 -2.64 -1.93
C -1.24 -3.51 -1.86
C -0.88 -4.65 -2.65
C 0.33 -5.14 -2.22
C 0.72 -4.32 -1.13
N -0.21 -3.35 -0.87
C -4.35 -0.57 0.07
C -4.18 -1.47 1.12
C -4.51 -1.12 2.44
C -5.22 0.07 2.64
C -5.53 0.89 1.55
C -5.07 0.58 0.27
H -4.41 -1.46 -1.82
H -3.63 0.14 -1.80
H -3.12 -2.97 -2.61
H -1.52 -5.06 -3.38
H 0.88 -5.98 -2.63
H 1.54 -4.53 -0.47
H -3.57 -2.41 0.94
H -4.14 -1.68 3.31
H -5.55 0.39 3.62
H -6.06 1.82 1.69
H -5.28 1.21 -0.59
N 1.54 -2.99 2.15
C 2.31 -1.84 1.98
N 1.96 -0.87 1.11
C 2.79 0.25 1.32
C 2.74 1.50 0.64
C 3.74 2.40 0.82
C 4.73 2.19 1.80
C 4.76 0.99 2.51
C 3.84 0.00 2.24
S 3.80 -1.59 2.92
H 0.55 -2.78 2.02
H 1.70 -3.58 2.98
H 1.99 1.82 -0.14
H 3.79 3.32 0.27
H 5.42 2.93 2.07
H 5.36 0.93 3.40
C 1.28 -1.49 -3.62
N 1.89 -0.97 -2.34
C 2.32 0.43 -2.65
N 3.23 0.55 -3.76
C 2.59 -0.06 -4.97
N 2.26 -1.48 -4.72
C 3.45 -2.26 -4.28
N 4.10 -1.68 -3.11
C 3.12 -1.73 -2.04
C 4.43 -0.24 -3.41
H 0.46 -0.91 -3.91
H 0.93 -2.52 -3.41
H 2.78 0.86 -1.74
H 1.49 1.12 -2.90
H 3.22 0.04 -5.86
H 1.64 0.53 -5.10
H 4.16 -2.38 -5.10
H 3.12 -3.24 -3.98
H 3.57 -1.36 -1.12
H 2.90 -2.79 -1.88
H 5.21 -0.35 -4.18
H 4.96 0.17 -2.60
```

Its spin multiplicity is 5. The charge is +1. As for the expectation value of S²: 6.004. The gap between HOMO and LUMO (spin up / spin down) is 5.9 / 5.9 eV. The LUMO energy (spin up / spin down) comes out at -3.809 / -3.801 eV.



Here are the calculated energy numbers, same order: -19961.685, -75271.087, -17525.334, -28009.189, -24372.902, -90616.696 (eV).